A cluster of 3 separate species, C32H65BrN2O13P in total in a non-equilibrium geometry. Source: OMol25; level of theory: ωB97M-V with the def2-TZVPD basis set.

The calculation puts the LUMO energy at -3.35 eV. As for the max |F|: 8.855 eV/A. The total energy is -5260.52434 a.u. As for the net charge: +1. Its HOMO energy is -11.6 eV. The calculation puts the HOMO-LUMO gap at 8.2665 eV.

Each atom is followed by the atoms it is bonded to, with distances in Å.
CARTESIAN COORDINATES (ANGSTROEM)
1 C -2.6902 0.5991 6.9862  C2 1.673, H36 1.171, H37 1.171, H38 1.194
2 C -2.7560 -0.2416 5.5416  C1 1.673, O3 1.471, H39 1.186, H40 1.184
3 O -1.7901 0.4231 4.6535  C2 1.471, P4 1.741
4 P -2.4798 0.8441 3.1119  O3 1.741, O5 1.609, C6 1.948, O33 1.740
5 O -1.3519 1.6580 2.3024  P4 1.609
6 C -2.6818 -0.8189 2.1167  P4 1.948, C7 1.647, H41 1.189, H42 1.177
7 C -3.7710 -0.6987 0.8870  C6 1.647, C8 1.637, H43 1.170, H44 1.194
8 C -3.2346 -1.2388 -0.5626  C7 1.637, C9 1.638, H45 1.193, H46 1.193
9 C -3.2567 -0.1375 -1.7755  C8 1.638, C10 1.665, C13 1.673, C19 1.673
10 C -4.4662 1.0056 -1.8070  C9 1.665, N11 1.532, H47 1.182, H48 1.177
11 N -4.1229 2.2519 -0.9843  C10 1.532, C12 1.514, H49 1.056
12 C -5.3487 2.8235 -0.3032  N11 1.514, H50 1.171, H51 1.191, H52 1.177
13 C -3.7339 -1.0936 -3.0624  C9 1.673, N14 1.542, H53 1.194, H54 1.193
14 N -2.5874 -1.8307 -3.7827  C13 1.542, C15 1.537, H55 1.044, H56 1.060
15 C -1.3631 -0.9718 -3.4260  N14 1.537, C16 1.639, C19 1.672, H57 1.193
16 C -0.3203 -2.1006 -2.8555  C15 1.639, O17 1.471, H58 1.194, H59 1.171
17 O 1.0728 -1.6478 -2.7165  C16 1.471, O18 1.311
18 O 1.6386 -2.1339 -1.6382  O17 1.311, H60 1.002
19 C -1.7814 0.3041 -2.4289  C9 1.673, C15 1.672, Br20 2.040, C21 1.666
20 Br -0.5532 0.6622 -0.8399  C19 2.040
21 C -1.8002 1.5414 -3.5441  C19 1.666, C22 1.639, H61 1.189, H62 1.170
22 C -0.3307 2.2216 -3.7997  C21 1.639, C23 1.643, H63 1.194, H64 1.191
23 C -0.1906 3.7791 -3.2965  C22 1.643, C24 1.639, H65 1.177, H66 1.194
24 C -0.8077 4.0836 -1.8084  C23 1.639, C25 1.672, H67 1.191, H68 1.170
25 C -1.2723 5.6887 -1.7414  C24 1.672, C26 1.655, H69 1.173, H70 1.182
26 C -2.5963 5.8873 -0.7677  C25 1.655, C27 1.662, H71 1.186, H72 1.188
27 C -3.0155 7.4859 -0.5915  C26 1.662, C28 1.655, H73 1.176, H74 1.181
28 C -2.2630 8.1927 0.7019  C27 1.655, O29 1.498, H75 1.191, H76 1.185
29 O -0.9999 8.8931 0.3029  C28 1.498, C30 1.488
30 C -0.0021 8.4830 1.3281  O29 1.488, C31 1.652, O32 1.344
31 C 1.0673 7.2998 0.8973  C30 1.652, H77 1.172, H78 1.179, H79 1.186
32 O 0.0076 9.0606 2.5412  C30 1.344
33 O -4.0162 1.6580 3.1818  P4 1.740, C34 1.471
34 C -4.0971 2.6210 4.2903  O33 1.471, C35 1.639, H80 1.194, H81 1.192
35 C -2.7380 3.4981 4.5549  C34 1.639, H82 1.182, H83 1.192, H84 1.175
36 H -2.5627 -0.1017 7.9152  C1 1.171
37 H -3.6362 1.2640 7.1701  C1 1.171
38 H -1.7597 1.3466 7.0146  C1 1.194
39 H -2.5385 -1.3967 5.6966  C2 1.186
40 H -3.8786 -0.1431 5.1771  C2 1.184
41 H -1.6182 -0.9979 1.6152  C6 1.189
42 H -2.9068 -1.7356 2.8197  C6 1.177
43 H -4.1738 0.3994 0.8982  C7 1.170
44 H -4.6935 -1.3861 1.2059  C7 1.194
45 H -3.9502 -2.1412 -0.8747  C8 1.193
46 H -2.1703 -1.7516 -0.3929  C8 1.193
47 H -5.4419 0.4718 -1.4077  C10 1.182
48 H -4.7063 1.3955 -2.8910  C10 1.177
49 H -3.3536 2.0273 -0.2972  N11 1.056
50 H -6.2027 3.0478 -1.0728  C12 1.171
51 H -5.0387 3.8720 0.1687  C12 1.191
52 H -5.7896 2.1485 0.5547  C12 1.177
53 H -4.1293 -0.4144 -3.9609  C13 1.194
54 H -4.6974 -1.7761 -2.8898  C13 1.193
55 H -2.6270 -2.7942 -3.3839  N14 1.044
56 H -2.6508 -1.8991 -4.8385  N14 1.060
57 H -0.8330 -0.6575 -4.4469  C15 1.193
58 H -0.3085 -2.9835 -3.6590  C16 1.194
59 H -0.7942 -2.5560 -1.8869  C16 1.171
60 H 1.0619 -1.9887 -0.8314  O18 1.002
61 H -2.1621 1.0756 -4.5764  C21 1.189
62 H -2.5479 2.4004 -3.2753  C21 1.170
63 H -0.1790 2.2452 -4.9838  C22 1.194
64 H 0.5808 1.5694 -3.3960  C22 1.191
65 H -0.5906 4.4924 -4.1436  C23 1.177
66 H 0.9804 3.9993 -3.2261  C23 1.194
67 H -0.0333 3.9137 -0.9194  C24 1.191
68 H -1.7658 3.4723 -1.5298  C24 1.170
69 H -0.4113 6.3614 -1.3155  C25 1.173
70 H -1.6224 5.9878 -2.8302  C25 1.182
71 H -2.4326 5.4794 0.3335  C26 1.186
72 H -3.5672 5.3457 -1.1854  C26 1.188
73 H -2.8663 8.1053 -1.5801  C27 1.176
74 H -4.1725 7.5089 -0.3577  C27 1.181
75 H -2.9704 9.0599 1.1085  C28 1.191
76 H -2.0996 7.4517 1.6118  C28 1.185
77 H 2.0493 7.3930 1.5306  C31 1.172
78 H 0.5429 6.2499 1.0133  C31 1.179
79 H 1.2656 7.4405 -0.2634  C31 1.186
80 H -4.9426 3.4056 3.9833  C34 1.194
81 H -4.5283 2.0888 5.2661  C34 1.192
82 H -1.9377 2.9657 5.2436  C35 1.182
83 H -3.0479 4.4899 5.1396  C35 1.192
84 H -2.2484 3.7820 3.5255  C35 1.175
85 C 3.5991 -4.2345 -1.0945  C86 1.519, H92 1.095, H93 1.094, H94 1.095
86 C 2.5063 -4.6160 -0.1113  C85 1.519, O87 1.432, H95 1.096, H96 1.096
87 O 2.4447 -6.0368 0.0596  C86 1.432, C88 1.357
88 C 3.3973 -6.5728 0.8632  O87 1.357, O89 1.220, O90 1.357
89 O 4.2766 -5.9581 1.4448  C88 1.220
90 O 3.2203 -7.9179 0.8859  C88 1.357, C91 1.425
91 C 4.2198 -8.6180 1.6226  O90 1.425, H97 1.095, H98 1.094, H99 1.094
92 H 3.4743 -4.7748 -2.0383  C85 1.095
93 H 3.5819 -3.1593 -1.2946  C85 1.094
94 H 4.5901 -4.4958 -0.7084  C85 1.095
95 H 1.5354 -4.3022 -0.5108  C86 1.096
96 H 2.6349 -4.1126 0.8540  C86 1.096
97 H 4.3239 -8.2151 2.6354  C91 1.095
98 H 5.1741 -8.5738 1.0891  C91 1.094
99 H 3.9140 -9.6652 1.6998  C91 1.094
100 C 7.5544 -8.1655 -0.2635  C101 1.519, H107 1.095, H108 1.094, H109 1.095
101 C 7.4372 -6.7777 0.3417  C100 1.519, O102 1.432, H110 1.096, H111 1.096
102 O 8.7238 -6.1583 0.4553  C101 1.432, C103 1.357
103 C 9.2324 -5.6475 -0.6941  O102 1.357, O104 1.220, O105 1.357
104 O 8.6937 -5.6648 -1.7890  C103 1.220
105 O 10.4598 -5.1378 -0.4208  C103 1.357, C106 1.425
106 C 11.1501 -4.6514 -1.5691  O105 1.425, H112 1.095, H113 1.094, H114 1.094
107 H 8.2737 -8.7711 0.2970  C100 1.095
108 H 6.5850 -8.6719 -0.2620  C100 1.094
109 H 7.9158 -8.1195 -1.2963  C100 1.095
110 H 7.0339 -6.8594 1.3573  C101 1.096
111 H 6.7482 -6.1432 -0.2280  C101 1.096
112 H 10.5391 -3.9347 -2.1276  C106 1.095
113 H 11.4445 -5.4891 -2.2085  C106 1.094
114 H 12.0552 -4.1395 -1.2300  C106 1.094

Results of the Mulliken charge analysis, in e, for atoms 1 through 99: atom 1 (C): -0.93, atom 2 (C): -0.18, atom 3 (O): -0.37, atom 4 (P): 1.07, atom 5 (O): -0.72, atom 6 (C): -0.65, atom 7 (C): 0.15, atom 8 (C): -0.28, atom 9 (C): 1.60, atom 10 (C): -1.62, atom 11 (N): 0.26, atom 12 (C): -0.77, atom 13 (C): -1.54, atom 14 (N): 0.12, atom 15 (C): -0.12, atom 16 (C): -1.10, atom 17 (O): -0.26, atom 18 (O): -0.17, atom 19 (C): -0.14, atom 20 (Br): 0.05, atom 21 (C): -0.65, atom 22 (C): -0.54, atom 23 (C): -0.93, atom 24 (C): 0.83, atom 25 (C): -0.48, atom 26 (C): 0.14, atom 27 (C): -0.68, atom 28 (C): -0.34, atom 29 (O): -0.35, atom 30 (C): 0.63, atom 31 (C): -0.60, atom 32 (O): -0.53, atom 33 (O): -0.46, atom 34 (C): -0.21, atom 35 (C): -0.72, atom 36 (H): 0.31, atom 37 (H): 0.23, atom 38 (H): 0.23, atom 39 (H): 0.36, atom 40 (H): 0.21, atom 41 (H): 0.20, atom 42 (H): 0.37, atom 43 (H): -0.36, atom 44 (H): 0.33, atom 45 (H): 0.29, atom 46 (H): -0.04, atom 47 (H): 0.34, atom 48 (H): 0.40, atom 49 (H): -0.02, atom 50 (H): 0.32, atom 51 (H): 0.19, atom 52 (H): 0.25, atom 53 (H): 0.35, atom 54 (H): 0.40, atom 55 (H): 0.48, atom 56 (H): 0.40, atom 57 (H): 0.48, atom 58 (H): 0.27, atom 59 (H): 0.36, atom 60 (H): 0.27, atom 61 (H): 0.54, atom 62 (H): 0.34, atom 63 (H): 0.26, atom 64 (H): 0.29, atom 65 (H): 0.34, atom 66 (H): 0.27, atom 67 (H): 0.25, atom 68 (H): -0.61, atom 69 (H): -0.21, atom 70 (H): 0.40, atom 71 (H): -0.08, atom 72 (H): 0.09, atom 73 (H): 0.28, atom 74 (H): 0.35, atom 75 (H): 0.27, atom 76 (H): 0.25, atom 77 (H): 0.33, atom 78 (H): 0.08, atom 79 (H): 0.27, atom 80 (H): 0.33, atom 81 (H): 0.14, atom 82 (H): 0.15, atom 83 (H): 0.38, atom 84 (H): 0.17, atom 85 (C): -0.98, atom 86 (C): 0.11, atom 87 (O): -0.42, atom 88 (C): 0.77, atom 89 (O): -0.55, atom 90 (O): -0.36, atom 91 (C): -0.28, atom 92 (H): 0.26, atom 93 (H): 0.31, atom 94 (H): 0.27, atom 95 (H): 0.11, atom 96 (H): 0.28, atom 97 (H): 0.31, atom 98 (H): -0.10, atom 99 (H): 0.25


An isolated molecule of C8H12O in a non-equilibrium geometry. Source: OMol25; level of theory: ωB97M-V with the def2-TZVPD basis set.

The calculation puts the LUMO energy at 0.95 eV. The value obtained for the energy relative to the best compared isomer or geometry (same formula, charge and spin) is 554.9 kJ/mol. As for the max |F|: 6.035 eV/A. The total energy is -387.05162 a.u. Its HOMO energy is -8.6 eV. The calculation puts the HOMO-LUMO gap at 9.5891 eV. The SMILES is C[C@]12CCOC=C[C@@H]1C2.

Each atom is followed by the atoms it is bonded to, with distances in Å.
CARTESIAN COORDINATES (ANGSTROEM)
1 C 0.8588 -0.1773 1.6223  C2 1.528, H10 1.156, H11 1.258, H12 1.138
2 C 0.7715 0.4477 0.2306  C1 1.528, C3 1.490, C8 1.504, C9 1.491
3 C -0.1017 1.6350 0.0100  C2 1.490, C4 1.529, H13 1.121, H14 1.087
4 C -1.4420 1.0898 -0.4837  C3 1.529, O5 1.559, H15 1.128, H16 1.143
5 O -2.2693 0.0690 0.3555  C4 1.559, C6 1.458
6 C -1.6192 -1.1973 0.0418  O5 1.458, C7 1.356, H17 1.210
7 C -0.4237 -1.6642 -0.3966  C6 1.356, C8 1.524, H18 1.162
8 C 0.5586 -0.5869 -0.8397  C2 1.504, C7 1.524, C9 1.428, H19 0.996
9 C 1.8743 -0.0724 -0.6277  C2 1.491, C8 1.428, H20 1.269, H21 1.091
10 H 1.7926 -0.0092 2.2830  C1 1.156
11 H 0.9873 -1.3625 1.2193  C1 1.258
12 H -0.1455 0.1144 2.0704  C1 1.138
13 H 0.2489 2.2767 -0.8400  C3 1.121
14 H 0.0030 2.3147 0.8519  C3 1.087
15 H -1.5038 0.7708 -1.5638  C4 1.128
16 H -2.2418 1.8946 -0.3481  C4 1.143
17 H -2.3559 -2.0568 0.4696  C6 1.210
18 H -0.2637 -2.8146 -0.4299  C7 1.162
19 H 0.2272 -0.2555 -1.7186  C8 0.996
20 H 2.8234 -0.8817 -0.3956  C9 1.269
21 H 2.2211 0.4657 -1.5108  C9 1.091

For reference, the natural (NBO) charges in units of e are: atom 1 (C): -0.61, atom 2 (C): -0.06, atom 3 (C): -0.45, atom 4 (C): -0.09, atom 5 (O): -0.52, atom 6 (C): 0.13, atom 7 (C): -0.31, atom 8 (C): -0.31, atom 9 (C): -0.38, atom 10 (H): 0.23, atom 11 (H): 0.22, atom 12 (H): 0.22, atom 13 (H): 0.23, atom 14 (H): 0.23, atom 15 (H): 0.20, atom 16 (H): 0.21, atom 17 (H): 0.19, atom 18 (H): 0.24, atom 19 (H): 0.21, atom 20 (H): 0.21, atom 21 (H): 0.22